The following is a DFT calculation (the ωB97M-V functional and the def2-TZVPD basis) of a structure of composition H2MgO.

The geometry in XYZ format:
```
4
Properties=species:S:1:pos:R:3:mulliken_charge:R:1
Mg -0.1930 0.3780 0.2644 1.803
O -0.7587 1.5133 1.0388 -0.699
H -0.5724 2.4245 1.3601 0.452
H -1.3975 1.1461 1.6911 0.443
```

Results
gap between HOMO and LUMO: 14.01 eV
relative energy (zero: lowest compared OMol25 entry of this formula, charge and spin): 248.5 kJ/mol
charge: +2
LUMO: -0.4933 hartree
molar mass: 42.32 Da
electronic energy: -275.69007 a.u.
highest occupied orbital energy: -27.4 eV